Entry 1:
{"formula": "C32H29LiNP2", "method": "ωB97M-V with the def2-TZVPD basis set", "elements": ["Li", "C", "N", "C", "P", "C", "C", "C", "C", "C", "C", "C", "C", "C", "C", "C", "C", "C", "C", "C", "C", "C", "C", "P", "C", "C", "C", "C", "C", "C", "C", "C", "C", "C", "C", "C", "H", "H", "H", "H", "H", "H", "H", "H", "H", "H", "H", "H", "H", "H", "H", "H", "H", "H", "H", "H", "H", "H", "H", "H", "H", "H", "H", "H", "H"], "xyz": [[0.694, 0.740, -0.041], [-2.048, -0.474, -0.987], [-2.793, 0.349, -0.057], [-2.039, 1.294, 0.725], [-0.761, 0.613, 1.972], [-1.079, -1.176, 2.017], [0.013, -2.033, 1.871], [-0.167, -3.411, 1.834], [-1.446, -3.937, 1.935], [-2.540, -3.091, 2.092], [-2.361, -1.718, 2.140], [-1.432, 1.256, 3.544], [-1.702, 0.432, 4.632], [-2.212, 0.975, 5.805], [-2.441, 2.339, 5.906], [-2.147, 3.170, 4.833], [-1.636, 2.633, 3.662], [-4.203, 0.354, -0.011], [-4.862, 0.715, 1.170], [-6.248, 0.731, 1.231], [-7.010, 0.368, 0.130], [-6.360, -0.007, -1.036], [-4.975, -0.009, -1.114], [-0.794, 0.454, -2.032], [-0.057, -0.931, -2.965], [0.367, -2.075, -2.282], [1.031, -3.093, -2.952], [1.293, -2.975, -4.308], [0.890, -1.835, -4.992], [0.222, -0.816, -4.326], [-1.865, 1.345, -3.201], [-1.900, 2.735, -3.192], [-2.778, 3.419, -4.025], [-3.613, 2.715, -4.877], [-3.573, 1.324, -4.902], [-2.707, 0.640, -4.065], [-2.718, -1.015, -1.644], [-1.481, -1.230, -0.437], [-2.708, 1.947, 1.276], [-1.479, 1.954, 0.054], [1.014, -1.621, 1.807], [0.687, -4.070, 1.733], [-1.592, -5.010, 1.903], [-3.538, -3.504, 2.178], [-3.219, -1.071, 2.267], [-1.524, -0.634, 4.572], [-2.427, 0.324, 6.644], [-2.841, 2.756, 6.822], [-2.307, 4.238, 4.910], [-1.395, 3.295, 2.837], [-4.298, 0.972, 2.062], [-6.731, 1.016, 2.158], [-8.090, 0.378, 0.180], [-6.937, -0.288, -1.909], [-4.509, -0.269, -2.054], [0.168, -2.191, -1.222], [1.342, -3.980, -2.413], [1.810, -3.769, -4.832], [1.094, -1.737, -6.050], [-0.087, 0.066, -4.873], [-1.242, 3.289, -2.534], [-2.805, 4.501, -4.009], [-4.293, 3.248, -5.530], [-4.219, 0.771, -5.574], [-2.675, -0.443, -4.094]], "lowdin_charge": [0.580, -0.302, -0.176, -0.340, 1.026, -0.436, -0.130, -0.075, -0.059, -0.047, -0.086, -0.387, -0.084, -0.065, -0.069, -0.070, -0.112, -0.222, -0.045, -0.074, -0.090, -0.075, -0.023, 1.016, -0.391, -0.105, -0.071, -0.069, -0.062, -0.091, -0.389, -0.095, -0.067, -0.061, -0.061, -0.111, 0.092, 0.056, 0.076, 0.035, 0.092, 0.111, 0.113, 0.115, 0.101, 0.104, 0.112, 0.111, 0.111, 0.106, 0.101, 0.109, 0.105, 0.109, 0.089, 0.080, 0.110, 0.111, 0.112, 0.107, 0.100, 0.111, 0.112, 0.113, 0.114], "e_lumo_ev": -2.9, "mol_weight_g_mol": 496.48, "total_charge": 1, "homo_energy_ev": -10.24, "e_tot_ev": -53922.545, "fmax_ev_per_a": 0.394}

---

Entry 2:
{"formula": "C4H8O3", "method": "ωB97M-V with the def2-TZVPD basis set", "elements": ["C", "C", "O", "C", "O", "C", "O", "H", "H", "H", "H", "H", "H", "H", "H"], "xyz": [[-1.315, 0.660, -1.278], [-0.559, -0.278, -0.373], [0.806, -0.505, -0.926], [-0.022, 0.302, 0.947], [-0.250, -0.458, 2.086], [1.423, 0.081, 0.412], [1.974, -1.047, 0.828], [-1.477, 0.210, -2.262], [-2.286, 0.888, -0.827], [-0.762, 1.597, -1.409], [-1.065, -1.240, -0.245], [1.316, -1.367, -0.322], [-0.315, 1.345, 1.118], [0.505, -1.086, 2.095], [2.061, 0.942, 0.177]], "lowdin_charge": [-0.032, -0.262, -0.018, -0.280, -0.009, -0.321, -0.099, 0.087, 0.093, 0.092, 0.159, 0.182, 0.156, 0.095, 0.156], "e_lumo_ev": 0.9, "mol_weight_g_mol": 104.10, "de_lowest_kj_mol": 332.4, "homo_energy_ev": -9.77, "e_tot_ev": -10417.558, "fmax_ev_per_a": 0.248}

---

Entry 3:
{"formula": "C15H14NO2S", "method": "ωB97M-V with the def2-TZVPD basis set", "elements": ["C", "C", "C", "C", "C", "C", "C", "N", "O", "O", "C", "C", "H", "H", "H", "H", "H", "H", "H", "H", "H", "S", "C", "C", "C", "C", "C", "C", "H", "H", "H", "H", "H"], "xyz": [[1.141, 2.681, -4.494], [0.539, 2.296, -3.184], [-0.328, 1.218, -3.093], [-0.867, 0.843, -1.881], [-0.559, 1.531, -0.708], [-1.156, 1.118, 0.560], [-0.978, 1.711, 1.738], [-1.709, 1.295, 2.917], [-1.761, 2.081, 3.874], [-2.263, 0.188, 2.923], [0.311, 2.615, -0.808], [0.847, 2.988, -2.022], [1.797, 3.546, -4.389], [1.733, 1.861, -4.902], [0.368, 2.934, -5.222], [-0.569, 0.667, -3.985], [-1.532, -0.001, -1.831], [-1.826, 0.276, 0.527], [-0.318, 2.547, 1.851], [0.575, 3.162, 0.079], [1.523, 3.823, -2.076], [1.882, -0.645, 1.907], [1.066, -2.096, 1.964], [0.886, -2.861, 0.800], [0.229, -4.070, 0.855], [-0.264, -4.540, 2.061], [-0.105, -3.794, 3.218], [0.551, -2.584, 3.175], [1.274, -2.488, -0.134], [0.101, -4.654, -0.042], [-0.771, -5.490, 2.100], [-0.494, -4.163, 4.153], [0.676, -1.995, 4.069]], "lowdin_charge": [-0.060, -0.289, -0.046, -0.021, -0.207, -0.004, -0.030, -0.369, 0.029, 0.047, -0.015, -0.039, 0.072, 0.082, 0.078, 0.109, 0.112, 0.122, 0.112, 0.105, 0.105, 0.387, -0.881, -0.175, -0.144, -0.161, -0.137, -0.167, 0.073, 0.080, 0.071, 0.083, 0.078], "e_lumo_ev": 2.1, "mol_weight_g_mol": 272.35, "total_charge": -1, "homo_energy_ev": -2.60, "e_tot_ev": -32200.678, "fmax_ev_per_a": 2.513}

---

Entry 4:
{"formula": "C25H46AlBr3Cl2F11N6O12P2V", "method": "ωB97M-V with the def2-TZVPD basis set", "elements": ["O", "P", "O", "O", "C", "N", "C", "N", "P", "O", "O", "C", "F", "F", "C", "F", "F", "C", "F", "F", "F", "N", "N", "C", "F", "F", "F", "H", "H", "H", "H", "H", "C", "O", "H", "H", "H", "H", "F", "C", "O", "N", "C", "C", "H", "H", "H", "H", "H", "H", "H", "Al", "O", "C", "C", "O", "H", "H", "H", "H", "Cl", "C", "C", "Cl", "H", "H", "H", "H", "Br", "C", "C", "C", "C", "C", "C", "N", "O", "C", "C", "C", "H", "H", "H", "H", "H", "H", "H", "H", "H", "H", "H", "H", "H", "H", "H", "H", "H", "H", "Br", "C", "C", "Br", "H", "H", "H", "H", "O", "V", "O"], "xyz": [[-1.301, -1.524, 1.744], [-0.136, -1.404, 0.864], [-0.043, -2.712, -0.023], [-0.376, -0.141, -0.079], [1.315, -1.193, 1.948], [1.855, -2.196, 2.473], [2.954, -1.834, 3.231], [3.780, -2.600, 3.876], [5.218, -1.666, 4.678], [5.967, -2.661, 5.712], [4.414, -0.571, 5.695], [3.472, -4.019, 3.806], [2.206, -4.227, 4.276], [4.258, -4.761, 4.572], [3.459, -4.606, 2.329], [3.921, -5.879, 2.409], [2.214, -4.712, 1.913], [4.427, -3.883, 1.338], [3.865, -2.854, 0.709], [4.745, -4.756, 0.383], [5.578, -3.548, 1.927], [3.017, -0.504, 3.104], [2.009, -0.032, 2.328], [1.706, 1.269, 1.970], [2.591, 2.198, 2.600], [0.472, 1.586, 2.312], [1.792, 1.467, 0.652], [-0.050, -3.470, 0.592], [-0.354, -0.386, -1.022], [5.391, -2.815, 6.482], [3.570, -0.959, 5.981], [3.687, 0.163, 3.477], [2.566, 3.228, -3.000], [3.643, 3.768, -2.245], [2.786, 3.369, -4.055], [2.458, 2.158, -2.798], [1.632, 3.746, -2.756], [3.437, 3.638, -1.315], [1.918, -4.633, -0.391], [-2.485, -1.653, -2.361], [-2.330, -0.434, -2.326], [-3.631, -2.294, -2.124], [-3.726, -3.744, -2.174], [-4.816, -1.519, -1.806], [-1.652, -2.332, -2.593], [-4.455, -4.035, -2.932], [-4.048, -4.120, -1.202], [-2.762, -4.183, -2.422], [-5.040, -0.839, -2.631], [-4.633, -0.926, -0.907], [-5.662, -2.180, -1.639], [1.882, 3.726, 1.434], [1.859, -5.974, -3.003], [2.930, -6.379, -2.551], [2.923, -8.180, -2.742], [3.991, -8.594, -2.287], [3.141, -6.224, -1.475], [3.865, -6.058, -3.055], [2.718, -8.306, -3.822], [1.979, -8.472, -2.247], [0.337, -0.688, 5.374], [-1.328, -1.287, 5.616], [-2.353, -0.199, 5.426], [-2.281, 1.025, 6.718], [-1.385, -1.725, 6.609], [-1.490, -2.076, 4.883], [-3.352, -0.631, 5.452], [-2.222, 0.308, 4.473], [7.804, -0.905, 4.322], [-7.064, 4.967, -3.056], [-6.115, 3.789, -3.377], [-5.085, 4.235, -4.431], [-4.023, 5.231, -3.944], [-3.711, 5.110, -2.444], [-4.038, 3.743, -1.825], [-5.468, 3.437, -2.088], [-5.841, 2.415, -1.604], [-3.827, 3.895, -0.309], [-3.075, 2.674, -2.346], [-6.951, 2.680, -4.004], [-7.823, 4.671, -2.330], [-7.577, 5.300, -3.956], [-6.530, 5.825, -2.643], [-4.576, 3.352, -4.824], [-5.610, 4.665, -5.284], [-3.113, 5.083, -4.526], [-4.348, 6.250, -4.156], [-2.665, 5.355, -2.269], [-4.278, 5.883, -1.916], [-4.537, 4.606, 0.119], [-2.825, 4.265, -0.105], [-3.941, 2.946, 0.215], [-2.052, 2.960, -2.110], [-3.134, 2.535, -3.425], [-3.255, 1.704, -1.880], [-7.419, 3.049, -4.914], [-7.752, 2.342, -3.347], [-6.336, 1.818, -4.271], [8.958, 0.047, -2.201], [8.159, 1.023, -0.718], [8.629, 0.495, 0.613], [7.758, -1.174, 1.076], [7.083, 0.959, -0.843], [8.479, 2.055, -0.854], [8.358, 1.184, 1.413], [9.698, 0.313, 0.644], [0.869, 5.478, 3.282], [-0.673, 5.755, 4.103], [-2.189, 5.933, 4.829]], "lowdin_charge": [-0.260, 0.459, -0.095, -0.115, -0.213, 0.225, -0.360, -0.006, 0.685, -0.315, -0.282, -0.448, 0.118, 0.168, -0.365, 0.145, 0.118, -0.553, 0.161, 0.174, 0.138, 0.190, 0.079, -0.642, 0.031, 0.175, 0.076, 0.093, 0.082, 0.077, 0.039, 0.161, -0.162, -0.132, 0.081, 0.076, 0.066, 0.009, -0.591, -0.331, -0.029, -0.181, -0.032, -0.037, 0.147, 0.092, 0.096, 0.096, 0.082, 0.093, 0.090, 0.973, 0.018, -0.310, -0.303, 0.009, 0.103, 0.120, 0.116, 0.120, 0.569, -0.633, -0.665, 0.551, 0.072, 0.075, 0.075, 0.062, -0.237, 0.014, -0.449, -0.121, -0.148, -0.128, -0.450, 0.033, 0.247, 0.003, 0.024, -0.010, 0.102, 0.106, 0.092, 0.117, 0.136, 0.120, 0.118, 0.133, 0.121, 0.102, 0.104, 0.098, 0.114, 0.095, 0.077, 0.108, 0.097, 0.101, 0.589, -0.711, -0.697, 0.549, 0.040, 0.051, 0.053, 0.053, -0.845, 0.752, -0.676], "e_lumo_ev": -5.3, "mol_weight_g_mol": 1282.14, "homo_energy_ev": -6.40, "e_tot_ev": -376094.372, "fmax_ev_per_a": 6.279}

---

Number 1: Kohn-Sham gap 7.3 eV. Number 2: Kohn-Sham gap 10.7 eV. Number 3: Kohn-Sham gap 4.7 eV. Number 4: Kohn-Sham gap 1.1 eV.